Entry 1:
C23H30N2O5 | ωB97M-V/def2-TZVPD

ΔE to the lowest compared entry with this formula, charge and spin (kcal/mol): 32.6
Charge: 0
Multiplicity: 1

Positions of all 60 atoms, in Å:
C: 6.575 1.298 -1.188
O: 5.439 0.977 -2.014
C: 4.214 1.481 -1.714
C: 3.144 1.118 -2.579
C: 1.850 1.431 -2.237
C: 1.542 2.096 -1.032
C: 0.157 2.299 -0.682
C: -0.326 2.268 0.600
C: -1.780 2.507 0.800
O: -2.567 2.628 -0.116
O: -2.264 2.448 2.086
C: -1.301 2.403 3.154
C: -0.635 3.757 3.343
C: -2.032 1.944 4.422
O: -0.326 1.375 2.868
C: 0.290 1.402 1.641
O: 1.208 0.629 1.443
C: 2.622 2.523 -0.223
C: 3.934 2.258 -0.565
H: 7.415 0.831 -1.706
H: 6.726 2.384 -1.126
H: 6.457 0.863 -0.187
H: 3.372 0.571 -3.486
H: 1.019 1.137 -2.875
H: -0.588 2.491 -1.462
H: -0.118 4.081 2.429
H: -1.399 4.495 3.622
H: 0.080 3.691 4.171
H: -2.484 0.960 4.258
H: -1.316 1.873 5.247
H: -2.811 2.666 4.688
H: 2.395 3.083 0.683
H: 4.742 2.631 0.069
C: -4.310 -2.422 -0.589
C: -3.438 -1.198 -0.290
C: -2.386 -0.925 -1.366
C: -1.064 -1.658 -1.131
N: 0.037 -0.991 -1.064
C: 1.273 -1.724 -0.777
C: 1.063 -3.088 -0.162
C: 0.016 -3.827 -0.946
N: -1.177 -3.011 -1.021
C: -2.351 -3.712 -1.540
C: -3.529 -3.727 -0.570
H: -5.108 -2.478 0.159
H: -4.782 -2.297 -1.573
H: -4.080 -0.310 -0.208
H: -2.966 -1.308 0.697
H: -2.767 -1.200 -2.361
H: -2.156 0.148 -1.390
H: 1.833 -1.851 -1.725
H: 1.869 -1.078 -0.123
H: 1.994 -3.656 -0.160
H: 0.738 -2.957 0.873
H: 0.381 -4.037 -1.965
H: -0.256 -4.774 -0.470
H: -2.667 -3.282 -2.504
H: -2.041 -4.748 -1.725
H: -3.169 -3.931 0.448
H: -4.189 -4.560 -0.847

Entry 2:
C8H19I2O3P2Ru | ωB97M-V/def2-TZVPD

ΔE to the lowest compared entry with this formula, charge and spin (kcal/mol): 30.5
⟨S²⟩: 6.06
Charge: +3
Multiplicity: 5

Positions of all 35 atoms, in Å:
I: -0.007 -0.097 -3.374
I: 0.018 2.860 -0.730
Ru: 0.000 0.158 -0.755
P: -2.268 0.072 -0.274
C: -3.306 0.026 -1.773
C: -2.770 -1.338 0.744
H: -3.777 -1.177 1.143
H: -3.866 1.317 1.019
H: -2.067 -1.455 1.579
H: -2.156 1.668 1.496
H: -3.030 -0.843 -2.384
H: -2.753 -2.254 0.146
C: -2.850 1.514 0.658
H: -4.371 -0.030 -1.504
H: -2.828 2.383 -0.009
H: -3.107 0.943 -2.344
P: 2.272 0.066 -0.261
C: 3.301 0.018 -1.763
C: 2.865 1.497 0.681
H: 2.057 -1.467 1.587
H: 3.768 -1.198 1.156
H: 2.742 -2.266 0.154
C: 2.762 -1.351 0.754
H: 2.171 1.654 1.517
H: 3.878 1.288 1.046
H: 4.366 -0.042 -1.495
H: 3.105 0.934 -2.334
H: 2.857 2.369 0.019
H: 3.021 -0.850 -2.372
C: -0.001 -1.678 -0.657
O: -0.001 -2.857 -0.681
O: -0.009 -0.884 3.148
C: -0.006 0.057 2.326
O: -0.003 1.305 2.292
H: -0.006 -0.342 1.247

Entry 3:
CH4N3 | ωB97M-V/def2-TZVPD

ΔE to the lowest compared entry with this formula, charge and spin (kcal/mol): 156.0
Charge: +1
Multiplicity: 1

Positions of all 8 atoms, in Å:
C: 0.989 0.044 -1.143
N: 1.824 0.812 -1.516
N: -0.926 -0.948 -0.242
N: -0.972 -0.393 0.961
H: 2.603 1.338 -1.928
H: -0.153 -0.281 1.652
H: -1.794 -1.045 1.305
H: -1.571 0.473 0.911

Entry 4:
C14H14N2O3 | ωB97M-V/def2-TZVPD

ΔE to the lowest compared entry with this formula, charge and spin (kcal/mol): 347.9
Charge: 0
Multiplicity: 1

Positions of all 33 atoms, in Å:
C: 5.659 -1.548 -0.967
C: 4.605 -0.862 -0.403
C: 4.817 0.103 0.643
C: 3.659 0.639 1.238
C: 2.328 0.307 0.649
C: 2.029 -0.464 -0.213
C: 3.065 -1.159 -0.685
H: 2.945 -1.675 -1.806
H: 1.039 -0.518 -0.752
O: 1.368 1.120 1.473
C: -0.048 1.295 1.036
C: -0.281 1.860 -0.442
O: 0.680 2.227 -1.037
N: -1.405 1.669 -0.835
N: -2.391 0.857 -0.382
C: -3.600 0.734 -0.676
C: -4.541 -0.144 -0.127
C: -4.662 -0.737 1.086
C: -5.821 -1.108 1.029
C: -6.606 -0.758 0.082
O: -5.821 -0.067 -0.898
H: -7.694 -0.877 -0.229
H: -6.332 -1.703 1.937
H: -3.885 -0.738 1.878
H: -3.774 1.405 -2.003
H: -1.533 2.051 -1.783
H: -0.352 -0.120 0.969
H: -0.554 1.804 1.718
H: 3.681 1.307 2.205
H: 5.695 0.132 1.111
H: 6.310 -1.820 -0.353
H: 5.235 -2.400 -1.797
H: 6.187 -0.811 -1.666

Entry 5:
H6N4 | ωB97M-V/def2-TZVPD

ΔE to the lowest compared entry with this formula, charge and spin (kcal/mol): 26.2
Charge: 0
Multiplicity: 1

Positions of all 10 atoms, in Å:
N: -1.118 0.403 -0.083
N: -0.249 -0.667 0.422
N: 0.946 -0.708 -0.319
N: 1.650 0.420 0.089
H: -1.696 0.876 0.620
H: -1.633 0.009 -0.976
H: -0.765 -1.613 0.489
H: 0.804 -0.578 -1.292
H: 1.160 1.303 -0.072
H: 1.689 0.248 1.016

Entry 6:
C20H34B2F6O16P | ωB97M-V/def2-TZVPD

E (eV): -81007.5943
Charge: -1
Multiplicity: 1

Positions of all 79 atoms, in Å:
C: -3.893 1.142 7.408
C: -4.662 2.178 6.587
C: -4.270 2.214 5.101
C: -4.741 0.987 4.337
C: -4.413 0.958 2.826
C: -5.133 2.121 2.115
P: -4.421 2.802 0.617
O: -3.118 3.482 0.715
O: -5.622 3.810 0.207
O: -4.465 1.725 -0.573
O: -3.015 1.059 2.703
B: -2.606 -0.097 1.838
C: -1.017 -0.476 1.977
O: -0.229 -0.452 1.045
C: -0.404 -0.930 3.333
F: -0.358 -2.302 3.342
F: -1.170 -0.543 4.383
C: 1.043 -0.457 3.630
F: 1.347 -0.816 4.899
F: 1.924 -1.086 2.827
C: 1.245 1.087 3.458
F: 1.698 1.329 2.213
F: 0.049 1.715 3.590
C: 2.206 1.752 4.485
O: 2.071 1.642 5.663
O: 3.207 2.475 3.910
O: -3.498 -1.168 2.284
C: -4.761 -0.502 2.308
B: -5.569 -0.759 0.977
O: -5.284 -1.911 0.285
O: -6.605 0.024 0.519
H: -2.892 1.515 7.638
H: -4.394 0.965 8.365
H: -3.819 0.183 6.897
H: -5.743 2.009 6.665
H: -4.480 3.170 7.016
H: -4.694 3.133 4.685
H: -3.182 2.290 5.028
H: -5.808 0.799 4.517
H: -4.193 0.120 4.725
H: -6.183 1.876 1.939
H: -5.120 3.006 2.760
H: -5.588 3.995 -0.740
H: -3.575 1.715 -0.959
H: -2.762 0.219 0.654
H: 2.828 3.242 3.455
H: -5.328 -1.001 3.110
H: -4.445 -2.262 0.619
H: -6.743 -0.174 -0.416
C: 0.862 -0.228 -1.731
C: 1.362 -0.062 -3.147
O: 2.546 -0.850 -3.406
C: 2.339 -2.139 -3.637
O: 1.279 -2.698 -3.730
O: 3.534 -2.727 -3.788
C: 3.471 -4.138 -3.997
H: 1.652 -0.004 -1.015
H: 0.030 0.447 -1.539
H: 0.516 -1.241 -1.540
H: 1.683 0.963 -3.325
H: 0.599 -0.316 -3.883
H: 2.808 -4.379 -4.825
H: 3.129 -4.641 -3.094
H: 4.486 -4.449 -4.230
C: 5.179 -1.424 -6.279
C: 6.026 -0.207 -6.573
O: 7.435 -0.487 -6.460
C: 7.976 -1.129 -7.487
O: 7.421 -1.458 -8.504
O: 9.264 -1.351 -7.206
C: 9.967 -2.083 -8.211
H: 5.425 -1.832 -5.301
H: 4.124 -1.153 -6.281
H: 5.339 -2.200 -7.028
H: 5.843 0.572 -5.836
H: 5.821 0.202 -7.562
H: 9.862 -1.606 -9.183
H: 9.598 -3.106 -8.264
H: 11.009 -2.082 -7.904

Entry 7:
C7H12 | ωB97M-V/def2-TZVPD

ΔE to the lowest compared entry with this formula, charge and spin (kcal/mol): 26.2
Charge: 0
Multiplicity: 1

Positions of all 19 atoms, in Å:
C: 1.530 -1.402 -0.850
C: 0.789 -0.111 -1.155
C: -0.612 0.502 -0.974
C: -1.755 0.376 0.021
C: -1.145 -0.147 1.316
C: 0.292 0.441 1.294
C: 0.554 0.955 -0.132
H: 1.421 -2.139 -1.652
H: 2.601 -1.153 -0.794
H: 1.263 -1.879 0.096
H: 1.156 0.285 -2.103
H: -0.882 1.076 -1.857
H: -1.994 1.441 0.192
H: -2.674 -0.120 -0.305
H: -1.712 0.192 2.191
H: -1.148 -1.242 1.338
H: 1.024 -0.316 1.599
H: 0.383 1.267 2.003
H: 0.909 1.975 -0.228

Entry 8:
C5H13N2O | ωB97M-V/def2-TZVPD

ΔE to the lowest compared entry with this formula, charge and spin (kcal/mol): 10.1
Charge: +1
Multiplicity: 1

Positions of all 21 atoms, in Å:
C: -1.138 -1.775 -2.616
C: -0.954 -0.391 -1.979
C: -0.657 -0.526 -0.464
C: 0.482 0.344 0.063
N: 0.105 1.779 -0.219
C: 0.737 0.287 1.566
N: 0.758 -0.913 2.162
O: 0.972 1.343 2.120
H: -0.175 -2.210 -2.889
H: -1.659 -1.721 -3.574
H: -1.736 -2.418 -1.975
H: -1.866 0.184 -2.133
H: -0.107 0.107 -2.460
H: -1.558 -0.276 0.112
H: -0.460 -1.573 -0.232
H: 1.384 0.180 -0.527
H: 0.660 2.460 0.290
H: 0.157 1.970 -1.223
H: -0.858 1.934 0.053
H: 0.997 -0.957 3.135
H: 0.337 -1.726 1.725

> Which value of charge does entry 1 give?

0